No. 1
Below is a structure of composition C20H16Cl5N3Pd, with properties calculated with ωB97M-V with the def2-TZVPD basis set.

The value obtained for the HOMO-LUMO gap is 5.307 eV. The calculation puts the highest occupied orbital energy at -14.557 eV.

Geometry as ORCA input:
```
! RIJCOSX wB97M-V def2-TZVPD def2/J DEFGRID3
* xyz 2 1
Pd 0.0565 -0.9849 -1.1564
Cl 0.8307 -3.5627 -1.2072
C 2.2344 -2.5272 -1.2571
C 2.0072 -1.1841 -1.2729
C 3.0110 -0.2566 -1.4270
Cl 2.6772 1.4198 -1.6183
C 4.3233 -0.7399 -1.5118
Cl 5.5990 0.3638 -1.7063
C 4.5782 -2.1156 -1.4486
Cl 6.1701 -2.6840 -1.5335
C 3.5241 -3.0306 -1.3404
Cl 3.7851 -4.7080 -1.3134
C -1.0643 0.8838 -4.9851
C 0.0023 0.3951 -3.9217
C 0.9425 -0.6120 -4.5666
C -0.9195 -0.1124 -2.9134
H -0.4716 1.3114 -5.7939
H -1.7307 1.6507 -4.5962
H -1.6486 0.0546 -5.3815
H 0.5235 1.2851 -3.5725
H 0.3927 -1.4859 -4.9244
H 1.7212 -0.9518 -3.8851
H 1.4403 -0.1577 -5.4216
H -1.3834 -1.0863 -3.1100
H -1.5655 0.6048 -2.4131
N -4.1863 0.5386 8.2388
C -3.6575 0.6080 7.2226
C -2.9925 0.6941 5.9470
C -3.1666 -0.3174 5.0067
C -2.5316 -0.2371 3.7809
C -1.7227 0.8546 3.5088
C -1.5395 1.8674 4.4336
C -2.1810 1.7853 5.6582
N -1.0494 0.9422 2.2270
C -0.4438 2.0635 1.6997
C 0.0672 1.7158 0.4969
N -0.2121 0.3794 0.2806
C -0.8931 -0.0487 1.3546
H -3.8046 -1.1600 5.2331
H -2.7017 -1.0202 3.0548
H -0.8951 2.7118 4.2367
H -2.0457 2.5669 6.3924
H -0.4411 3.0177 2.1932
H 0.5929 2.3256 -0.2101
H -1.2315 -1.0571 1.5224
*
```



No. 2
Below is a cluster of 2 separate species, C4H8ClN3OS2 in total, with properties calculated with ωB97M-V with the def2-TZVPD basis set.

The value obtained for the HOMO-LUMO gap is 7.400 eV. The SMILES is O=C(C=S)CCl.N/N=C\NS. The calculation puts the highest occupied orbital energy at -8.984 eV.

Geometry as ORCA input:
```
! RIJCOSX wB97M-V def2-TZVPD def2/J DEFGRID3
* xyz 0 1
C -3.4514 0.4081 -0.4923
C 3.7158 -0.7203 0.4120
C 4.8432 0.2048 -0.0350
C 4.5421 1.6619 -0.3251
H -6.1214 1.1561 1.0161
H -5.3641 -0.4147 0.7302
H -2.8102 0.6346 -1.3254
H -3.2428 -0.8760 1.0751
H -2.3974 -2.2778 -1.7121
H 2.8193 -0.6053 -0.2658
H 3.2758 -0.4444 1.3618
H 5.3739 2.3065 -0.7158
N -5.0792 0.5816 1.0232
N -4.5088 1.1262 -0.1216
N -3.2524 -0.9556 -0.0600
O 5.9609 -0.1672 -0.2202
S -1.7074 -1.6097 -0.5895
S 3.1386 2.3788 -0.0417
Cl 4.2655 -2.3876 0.2861
*
```



No. 3
Below is a cluster of 2 separate species, C3H8NOP in total, with properties calculated with ωB97M-V with the def2-TZVPD basis set.

The value obtained for the HOMO-LUMO gap (spin up / spin down) is 7.343 / 8.036 eV. The calculation puts the highest occupied orbital energy (spin up / spin down) at -7.552 / -7.534 eV.

Geometry as ORCA input:
```
! RIJCOSX wB97M-V def2-TZVPD def2/J DEFGRID3
* xyz 0 1
C 1.7010 1.0933 0.7215
C -1.8998 -1.2805 -1.2884
C -1.7644 0.1831 -0.8619
N -1.3765 0.6675 0.2385
O 2.0815 0.7460 1.8799
P 3.3567 0.0629 2.3888
H 2.3474 0.8492 -0.0889
H -2.1780 -1.8815 -0.4541
H -2.6112 -1.2410 -2.0385
H -1.0302 -1.5876 -1.7644
H -2.1188 0.9221 -1.5250
H -1.1156 0.0051 0.9443
H 0.8169 1.6596 0.6839
H 3.7911 -0.1981 1.1642
*
```



No. 4
Below is a cluster of 2 separate species, C8H18N2S in total, with properties calculated with ωB97M-V with the def2-TZVPD basis set.

The value obtained for the HOMO-LUMO gap is 8.993 eV. The calculation puts the highest occupied orbital energy at -8.256 eV.

Geometry as ORCA input:
```
! RIJCOSX wB97M-V def2-TZVPD def2/J DEFGRID3
* xyz 0 1
C -2.4705 0.2208 1.4873
C -2.9639 1.1245 0.2749
C -2.8569 -1.1280 0.9399
C -2.4811 0.2970 -0.9569
C -2.3505 -1.1234 -0.4526
C -2.1026 -2.2564 -1.1344
C 4.7736 1.0033 0.0289
C 3.3752 1.5473 0.3714
N 2.3796 -0.4576 -1.5342
N 1.6036 -0.6883 0.7234
S 1.8978 0.5562 -0.4390
H -1.4792 0.3903 1.6446
H -3.0386 0.5339 2.4364
H -3.9753 1.1668 0.3396
H -2.6327 2.0719 0.3936
H -2.3938 -2.0102 1.4913
H -3.9363 -1.0851 1.0475
H -3.1557 0.3562 -1.7717
H -1.7472 0.9415 -1.2175
H 2.4695 -1.1783 0.6901
H -1.6946 -2.3441 -2.0854
H -2.1216 -3.2034 -0.7217
H 4.5125 0.4066 -0.9342
H 5.3314 1.8442 -0.3321
H 5.4381 0.3124 0.5760
H 3.2051 2.4863 -0.1043
H 3.0341 1.4153 1.3522
H 2.4662 0.1011 -2.3788
H 0.9137 -1.3004 0.2654
*
```



No. 5
Below is a cluster of 2 separate species, C3H6NP in total, with properties calculated with ωB97M-V with the def2-TZVPD basis set.

The value obtained for the HOMO-LUMO gap (spin up / spin down) is 8.248 / 7.168 eV. The calculation puts the highest occupied orbital energy (spin up / spin down) at -9.300 / -8.546 eV.

Geometry as ORCA input:
```
! RIJCOSX wB97M-V def2-TZVPD def2/J DEFGRID3
* xyz 0 1
C 1.7243 0.0751 0.1732
C -1.2469 -1.1440 -0.4038
C 1.4084 1.4232 0.0600
N 1.7348 -1.0775 0.3174
P -1.4768 0.6887 -0.0690
H -1.8665 -1.4148 -1.2854
H -1.6745 -1.8362 0.3733
H -0.1741 -1.5416 -0.2688
H 1.2267 2.1148 0.8149
H 1.4001 1.9999 -0.9057
H -1.0556 0.7124 1.1940
*
```



No. 6
Below is a structure of composition C6H13N2RuS, with properties calculated with ωB97M-V with the def2-TZVPD basis set.

The value obtained for the HOMO-LUMO gap (spin up / spin down) is 4.401 / 5.468 eV. As for the expectation value of S²: 6.042. The calculation puts the highest occupied orbital energy (spin up / spin down) at -8.364 / -12.079 eV.

Geometry as ORCA input:
```
! RIJCOSX wB97M-V def2-TZVPD def2/J DEFGRID3
* xyz 1 5
C -0.8178 0.8062 -2.0595
Ru -0.0817 -0.1524 -0.5886
N 1.1323 -1.5800 -1.3887
H -0.9543 0.7663 0.3068
H 0.4031 1.3738 -0.6688
H -1.2449 1.8391 -1.9846
H -1.7144 0.0767 -2.1845
H -0.1590 0.8280 -2.9541
H 0.8915 -2.4335 -0.8894
H 2.1227 -1.4080 -1.2594
H 0.9365 -1.7125 -2.3732
S -0.6949 -1.1838 1.4093
C -0.2314 -0.3316 2.8285
N 0.9026 -0.7498 3.5079
C 1.3257 -0.1460 4.6655
C 0.5671 0.8745 5.1928
C -0.6153 1.2860 4.5631
C -1.0179 0.6665 3.3815
H 1.4434 -1.5166 3.1122
H 2.2598 -0.5157 5.0953
H 0.8751 1.3505 6.1229
H -1.2271 2.0898 4.9652
H -1.9092 0.9327 2.8182
*
```



Respective max |F| values: 0.9 5.6 5.0 4.5 3.3 3.7 eV Å⁻¹.